Density functional theory data (wB97M-V/def2-TZVPD) for a 8-piece molecular cluster, C32H40F21NO14 overall in a non-equilibrium geometry.

Last column: Mulliken charge in e.
Element x y z (Å)
C  3.75  -2.09  -3.58  -1.22
C  3.50  -2.61  -2.16  -0.06
O  2.42  -3.57  -2.23  -0.24
C  2.27  -4.37  -1.20  0.41
O  2.85  -4.29  -0.16  -0.54
C  1.28  -5.50  -1.53  0.88
F  0.53  -5.26  -2.60  -0.24
F  1.97  -6.63  -1.75  -0.27
F  0.48  -5.71  -0.48  -0.25
H  4.23  -1.12  -3.51  0.35
H  2.82  -1.98  -4.13  0.27
H  4.44  -2.80  -4.03  0.38
H  3.26  -1.83  -1.44  0.00
H  4.35  -3.18  -1.78  0.58
C  -5.07  1.11  -2.02  -1.27
C  -4.04  0.84  -3.11  0.33
O  -3.94  -0.55  -3.42  -0.27
C  -3.30  -1.31  -2.57  0.35
O  -2.69  -0.96  -1.60  -0.19
C  -3.42  -2.81  -2.94  0.63
F  -4.71  -3.18  -2.96  -0.28
F  -2.87  -3.09  -4.13  -0.20
F  -2.79  -3.52  -2.00  -0.18
H  -4.78  0.69  -1.05  0.15
H  -6.01  0.60  -2.28  0.36
H  -5.29  2.17  -1.94  0.44
H  -3.08  1.24  -2.78  -0.21
H  -4.34  1.37  -4.01  0.41
C  -0.26  0.61  -3.54  -0.73
C  0.04  -0.78  -4.06  1.02
O  0.12  -0.79  -5.49  -0.43
C  -1.03  -0.76  -6.13  0.29
O  -2.12  -0.73  -5.64  -0.44
C  -0.82  -0.76  -7.66  0.86
F  -1.76  -0.02  -8.24  -0.24
F  0.38  -0.27  -7.99  -0.25
F  -0.92  -2.01  -8.13  -0.25
H  -1.09  1.07  -4.08  0.54
H  0.60  1.26  -3.70  0.37
H  -0.48  0.59  -2.47  -0.25
H  -0.72  -1.52  -3.79  -0.03
H  0.98  -1.09  -3.62  -0.61
C  -1.48  2.61  0.03  0.06
C  -1.45  2.89  1.53  -0.24
O  -2.75  2.82  2.11  -0.30
C  -3.36  1.67  2.22  0.29
O  -2.92  0.57  2.02  -0.50
C  -4.80  1.84  2.76  0.74
F  -5.65  1.26  1.91  -0.23
F  -4.91  1.25  3.95  -0.25
F  -5.15  3.12  2.89  -0.25
H  -1.94  1.67  -0.27  -0.06
H  -0.51  2.77  -0.43  -0.57
H  -2.12  3.40  -0.36  0.66
H  -1.14  3.93  1.59  0.41
H  -0.68  2.29  2.02  0.16
C  2.20  4.58  -3.11  -1.34
C  1.90  3.59  -2.01  0.30
O  2.65  3.86  -0.83  -0.27
C  2.06  4.53  0.15  0.43
O  0.94  4.94  0.19  -0.55
C  2.99  4.67  1.37  0.90
F  3.31  5.96  1.54  -0.28
F  2.36  4.25  2.46  -0.23
F  4.13  3.98  1.26  -0.25
H  1.69  4.27  -4.02  0.38
H  3.27  4.71  -3.27  0.33
H  1.79  5.55  -2.82  0.34
H  2.08  2.54  -2.25  0.22
H  0.82  3.62  -1.85  0.08
C  -1.87  -3.94  1.00  -0.76
C  -2.51  -3.25  2.19  -0.23
O  -3.49  -4.10  2.84  -0.37
C  -3.01  -5.00  3.68  0.41
O  -1.85  -5.23  3.87  -0.52
C  -4.14  -5.78  4.37  0.82
F  -4.31  -5.34  5.63  -0.25
F  -5.30  -5.67  3.72  -0.24
F  -3.80  -7.07  4.43  -0.25
H  -1.11  -4.63  1.33  0.42
H  -1.54  -3.21  0.27  0.01
H  -2.69  -4.46  0.50  0.41
H  -3.13  -2.40  1.90  0.27
H  -1.76  -2.93  2.91  0.31
C  4.21  1.43  4.03  -0.88
C  4.87  1.27  5.40  -0.52
O  4.31  2.26  6.27  -0.23
C  5.12  2.89  7.10  0.34
O  6.31  2.81  7.16  -0.52
C  4.31  3.80  8.04  0.91
F  5.13  4.63  8.70  -0.24
F  3.41  4.52  7.36  -0.23
F  3.65  3.04  8.94  -0.25
H  4.67  2.24  3.47  0.25
H  3.15  1.64  4.11  0.28
H  4.28  0.52  3.42  0.43
H  5.94  1.45  5.33  0.37
H  4.70  0.26  5.76  0.31
C  1.17  -0.14  -0.19  -0.35
C  1.92  0.52  0.83  -0.28
C  1.17  0.51  1.97  -1.46
N  -0.01  -0.13  1.69  0.73
C  -0.02  -0.50  0.38  -1.61
H  1.53  -0.22  -1.20  0.67
H  2.87  1.04  0.74  0.69
H  1.45  0.87  2.94  0.62
H  -0.80  -0.21  2.29  0.25
H  -0.88  -1.03  -0.02  0.69

Summary:
**LUMO level**: 0.0809 eV
**Spin multiplicity**: 1
**Frontier orbital gap**: 8.99 eV
**Structure (SMILES)**: CCOC(=O)C(F)(F)F.CCOC(=O)C(F)(F)F.CCOC(=O)C(F)(F)F.CCOC(=O)C(F)(F)F.CCOC(=O)C(F)(F)F.CCOC(=O)C(F)(F)F.CCOC(=O)C(F)(F)F.c1cc[nH]c1
**Charge**: 0

=====

Density functional theory data (wB97M-V/def2-TZVPD) for C33H35GeN3OPRuS2Se2 as an isolated structure.

Last column: Mulliken charge in e.
Element x y z (Å)
Ru  0.20  -0.42  0.05  0.94
Se  1.37  1.77  1.29  -0.50
P  -0.64  2.34  0.82  0.74
Se  -1.37  1.29  -0.94  -0.54
C  -1.74  1.94  2.21  0.74
C  -1.36  2.33  3.50  -0.76
C  -2.17  2.03  4.58  -0.62
C  -3.37  1.34  4.39  -0.47
C  -3.74  0.95  3.11  -0.63
C  -2.93  1.25  2.02  -0.30
C  -0.85  4.13  0.62  0.67
C  -2.13  4.63  0.42  -0.46
C  -2.33  6.00  0.26  -0.67
C  -1.24  6.86  0.29  -0.43
C  0.04  6.36  0.48  -0.60
C  0.24  5.00  0.65  -0.45
H  -0.42  2.85  3.65  0.37
H  -1.87  2.33  5.57  0.41
H  -3.99  1.10  5.24  0.41
H  -4.67  0.41  2.96  0.39
H  -3.22  0.94  1.03  0.39
H  -2.98  3.96  0.40  0.34
H  -3.33  6.38  0.11  0.40
H  -1.39  7.93  0.16  0.38
H  0.89  7.04  0.51  0.40
H  1.24  4.60  0.80  0.30
N  2.37  -2.75  2.82  -0.09
C  1.21  -2.75  3.60  0.66
C  0.94  -3.29  4.84  -1.16
C  -0.34  -3.08  5.37  -0.43
C  -1.29  -2.35  4.66  -0.91
C  -1.00  -1.82  3.41  -0.06
C  0.26  -2.02  2.87  -0.10
N  0.82  -1.61  1.67  0.59
C  2.13  -2.01  1.68  -0.15
C  3.05  -1.66  0.72  -0.70
C  4.42  -1.97  0.57  -0.74
S  5.08  -1.01  -0.71  -0.27
C  3.53  -0.34  -1.02  -0.74
N  2.58  -0.75  -0.25  0.88
H  3.26  -3.11  3.09  0.26
H  1.69  -3.84  5.39  0.39
H  -0.58  -3.48  6.35  0.39
H  -2.27  -2.19  5.10  0.42
H  -1.74  -1.23  2.88  0.08
H  5.04  -2.63  1.16  0.42
H  3.38  0.41  -1.79  0.54
C  -2.29  -2.33  -3.00  -1.05
Ge  -1.64  -3.06  -1.32  0.77
C  -0.11  -4.26  -1.54  -1.17
C  -3.09  -4.17  -0.61  -1.39
C  -1.34  -1.68  0.00  -0.80
H  -2.34  -3.10  -3.77  0.33
H  -1.65  -1.51  -3.34  0.13
H  -3.30  -1.94  -2.84  0.37
H  -0.21  -4.83  -2.47  0.34
H  -0.10  -4.96  -0.71  0.41
H  0.84  -3.72  -1.54  0.25
H  -3.26  -5.03  -1.26  0.38
H  -4.02  -3.59  -0.56  0.39
H  -2.84  -4.52  0.39  0.35
H  -2.15  -1.55  0.72  0.86
C  0.70  -1.75  -4.88  -1.12
S  1.62  -1.31  -3.41  0.35
O  0.57  -0.98  -2.38  -0.07
C  2.29  0.24  -3.98  -0.02
C  1.65  1.42  -3.63  -0.02
C  2.21  2.63  -4.03  -0.71
C  3.38  2.65  -4.76  -0.39
C  4.02  1.46  -5.10  -0.66
C  3.48  0.24  -4.69  -0.48
H  0.05  -0.92  -5.15  0.35
H  0.12  -2.63  -4.63  0.33
H  1.41  -1.97  -5.67  0.46
H  0.75  1.39  -3.02  0.34
H  1.72  3.56  -3.75  0.45
H  3.82  3.59  -5.07  0.39
H  4.94  1.47  -5.66  0.40
H  3.98  -0.69  -4.92  0.47

Summary:
**LUMO level (spin up / spin down)**: 0.3809 / -0.5245 eV
**Spin multiplicity**: 6
**⟨S²⟩**: 8.788
**Energy relative to the best compared isomer or geometry (same formula, charge and spin)**: 34.0 kcal per mole
**Frontier orbital gap (spin up / spin down)**: 4.82 / 6.69 eV
**Charge**: 0

=====

Density functional theory data (wB97M-V/def2-TZVPD) for a 2-piece molecular cluster, C2H4N2 overall in a non-equilibrium geometry.

Last column: Mulliken charge in e.
Element x y z (Å)
C  -1.10  -0.91  -0.83  -0.31
C  -1.18  0.34  -0.01  -0.67
N  2.34  0.06  0.32  0.16
N  3.39  -0.14  0.52  -0.17
H  -0.03  -1.05  -1.07  0.14
H  -0.59  1.26  -0.20  0.32
H  -0.68  -0.14  0.77  0.25
H  -2.15  0.59  0.51  0.28

Summary:
**LUMO level**: -0.0561 eV
**Spin multiplicity**: 1
**Energy relative to the best compared isomer or geometry (same formula, charge and spin)**: 80.6 kcal per mole
**Frontier orbital gap**: 8.67 eV
**Charge**: 0

=====

Density functional theory data (wB97M-V/def2-TZVPD) for C32H41FN5O14P2PmSe as an isolated structure in a non-equilibrium geometry.

Last column: Mulliken charge in e.
Element x y z (Å)
Pm  1.16  -0.72  0.24  1.32
O  4.14  2.60  0.70  -0.73
C  3.52  1.57  0.84  -0.12
O  2.90  0.86  -0.02  -0.37
C  3.29  1.11  2.29  0.44
C  3.72  1.79  3.38  -0.42
C  3.46  1.29  4.66  -0.61
C  2.61  0.16  4.73  -0.44
C  2.08  -0.35  3.57  0.19
N  2.46  0.10  2.37  0.23
C  1.19  -1.54  3.40  0.21
O  1.28  -2.41  4.25  -0.69
O  0.50  -1.56  2.31  -0.59
H  4.28  2.68  3.30  0.59
H  3.82  1.77  5.56  0.45
H  2.37  -0.20  5.71  0.54
C  -4.65  1.04  -3.24  -1.28
C  -3.68  0.22  -4.06  0.57
C  -4.30  -1.12  -4.50  -1.38
O  -2.39  -0.06  -3.40  -0.20
P  -1.98  0.24  -1.89  -0.17
O  -0.71  -0.47  -1.47  -0.20
C  -1.86  1.99  -1.62  -0.29
P  -1.15  2.46  0.00  -0.64
O  -0.06  1.56  0.39  0.52
O  -0.67  3.90  -0.13  -0.47
C  0.75  4.40  0.00  0.45
C  1.24  4.22  1.44  -0.89
C  1.61  3.73  -1.04  -0.53
O  -2.36  2.44  0.92  -0.15
C  -3.55  3.26  1.24  0.61
C  -4.21  3.94  0.05  -1.28
C  -3.09  4.25  2.29  -1.54
O  -3.19  -0.10  -0.99  -0.12
C  -3.47  -1.36  -0.31  0.33
C  -2.98  -2.63  -1.00  -0.90
C  -2.82  -1.16  1.03  -0.69
H  -5.56  1.21  -3.81  0.53
H  -4.32  2.08  -3.06  0.31
H  -4.98  0.54  -2.32  0.21
H  -3.33  0.76  -4.96  0.33
H  -4.65  -1.79  -3.69  0.23
H  -3.49  -1.68  -5.00  0.36
H  -5.10  -0.92  -5.26  0.41
H  -2.78  2.52  -1.71  0.09
H  -1.14  2.34  -2.35  0.50
H  0.60  5.41  -0.35  0.28
H  1.28  3.19  1.70  -0.08
H  0.77  4.80  2.23  0.40
H  2.33  4.46  1.42  0.42
H  1.80  2.67  -0.84  -0.42
H  2.60  4.21  -1.05  0.48
H  1.16  3.75  -2.08  0.28
H  -4.20  2.56  1.68  0.43
H  -3.53  4.51  -0.58  0.28
H  -4.97  4.61  0.42  0.49
H  -4.68  3.27  -0.65  0.21
H  -2.51  5.03  1.80  0.31
H  -2.57  3.76  3.11  0.35
H  -3.96  4.77  2.70  0.49
H  -4.52  -1.39  -0.21  0.45
H  -1.89  -2.53  -1.08  -0.03
H  -3.43  -2.92  -1.98  0.21
H  -3.23  -3.46  -0.29  0.42
H  -1.76  -1.46  0.91  0.08
H  -3.29  -1.82  1.82  0.50
H  -2.79  -0.11  1.37  -0.05
F  5.19  -4.85  3.92  -0.35
C  3.85  -4.87  3.76  0.35
C  3.26  -4.94  2.58  0.04
N  1.90  -4.92  2.43  0.37
C  1.27  -4.90  1.12  -1.41
C  1.35  -3.52  0.43  1.38
O  0.38  -2.99  -0.12  -0.52
O  2.49  -2.92  0.50  -0.65
C  1.06  -5.00  3.56  0.30
O  -0.14  -5.01  3.57  -0.67
N  1.74  -5.22  4.75  -0.05
C  3.07  -4.89  4.99  0.31
O  3.47  -4.68  6.11  -0.64
H  3.86  -4.92  1.64  0.29
H  0.21  -5.15  1.23  0.35
H  1.73  -5.65  0.39  0.18
H  1.10  -5.15  5.54  0.29
Se  3.23  -3.01  -2.13  0.32
N  2.30  -1.48  -2.05  0.06
C  2.50  -0.81  -3.16  0.33
C  2.00  0.46  -3.50  0.27
C  2.22  0.91  -4.77  -0.97
C  3.08  0.23  -5.72  -0.60
C  3.68  -0.90  -5.39  -0.62
C  3.39  -1.48  -4.11  0.61
N  3.85  -2.68  -3.76  -0.86
H  1.39  0.97  -2.76  0.33
H  1.80  1.83  -5.11  0.47
H  3.29  0.68  -6.67  0.40
H  4.37  -1.41  -6.09  0.43

Summary:
**LUMO level (spin up / spin down)**: -0.8237 / -0.8218 eV
**Spin multiplicity**: 5
**⟨S²⟩**: 6.004
**Energy relative to the best compared isomer or geometry (same formula, charge and spin)**: 31.2 kcal per mole
**Frontier orbital gap (spin up / spin down)**: 7.32 / 7.32 eV
**Charge**: 0

=====

Density functional theory data (wB97M-V/def2-TZVPD) for C3H5NO2 as an isolated structure in a non-equilibrium geometry.

Last column: Mulliken charge in e.
Element x y z (Å)
O  -1.25  -1.19  0.15  -0.57
C  -0.79  0.08  -0.29  -0.61
C  0.64  0.14  0.22  0.37
O  1.24  -1.04  -0.15  -0.50
C  1.34  1.33  -0.39  0.04
N  1.75  2.28  -0.92  -0.38
H  -1.47  -1.09  1.09  0.33
H  -0.91  0.13  -1.38  0.35
H  -1.32  0.91  0.18  0.35
H  0.32  0.10  1.53  0.19
H  0.46  -1.64  -0.04  0.44

Summary:
**LUMO level**: 0.2321 eV
**Spin multiplicity**: 1
**Energy relative to the best compared isomer or geometry (same formula, charge and spin)**: 60.6 kcal per mole
**Frontier orbital gap**: 11.00 eV
**Charge**: 0